[1]
A 4-piece molecular cluster, C2H12N2O4 overall, computed with ωB97M-V/def2-TZVPD.

Computed properties:
spin multiplicity = 2
charge = +1
HOMO energy (spin up / spin down) = -13.9 / -13.8 eV

Last column: Mulliken spin population.
CARTESIAN COORDINATES (ANGSTROEM)
N  0.125  1.088  -0.265  0.236
C  -0.661  0.688  0.887  0.026
C  -0.717  -0.786  0.879  -0.087
N  -1.148  -1.297  -0.349  0.611
O  -0.389  -1.599  1.710  0.227
H  0.229  2.094  -0.376  0.002
H  1.029  0.629  -0.208  -0.011
H  -0.306  1.004  1.881  0.030
H  -1.584  1.282  0.813  0.003
H  -1.411  -0.620  -1.084  -0.021
H  -1.229  -2.307  -0.466  -0.021
H  0.132  -0.942  4.720  0.000
H  -0.182  -2.084  3.605  0.001
O  0.050  -1.883  4.510  0.007
H  3.464  0.509  -2.201  0.000
H  3.293  1.589  -3.208  0.000
O  2.791  0.907  -2.760  0.000
H  -1.248  0.070  -3.296  0.000
H  -0.716  0.930  -2.140  -0.004
O  -1.520  0.728  -2.652  0.003

=====

[2]
A 3-piece molecular cluster, C2H12N4O overall, computed with ωB97M-V/def2-TZVPD.

Computed properties:
SMILES = C=N.NCO.NN
HOMO energy = -8.1 eV

Last column: natural (NBO) charge in e.
CARTESIAN COORDINATES (ANGSTROEM)
C  1.326  1.254  1.362  0.029
N  0.154  0.999  1.752  -0.725
H  1.699  2.228  1.041  0.151
H  2.069  0.476  1.479  0.152
H  -0.502  1.775  1.669  0.336
N  -0.920  -1.156  0.064  -0.892
C  -2.214  -0.790  -0.440  0.087
O  -3.265  -0.809  0.503  -0.728
H  -0.654  -0.553  0.848  0.407
H  -0.914  -2.118  0.389  0.353
H  -2.454  -1.449  -1.289  0.147
H  -2.171  0.244  -0.793  0.163
H  -3.355  -1.698  0.865  0.460
N  1.311  0.625  -0.935  -0.681
N  2.440  -0.041  -1.575  -0.676
H  0.988  1.328  -1.599  0.344
H  0.567  -0.072  -0.841  0.392
H  2.664  -0.844  -0.993  0.342
H  3.229  0.602  -1.506  0.338

=====

[3]
A 2-piece molecular cluster, C2H12N4O overall, computed with ωB97M-V/def2-TZVPD.

Computed properties:
SMILES = C[N@H+](N)[O-].CNN
HOMO energy = -7.0 eV

Last column: natural (NBO) charge in e.
CARTESIAN COORDINATES (ANGSTROEM)
C  0.886  -0.879  -0.774  -0.406
N  0.931  -1.122  1.034  0.078
N  -0.289  -1.851  1.402  -0.697
O  1.089  -0.030  1.739  -0.660
H  0.043  -0.617  -1.413  0.244
H  1.831  -0.370  -0.947  0.201
H  0.977  -1.944  -0.965  0.158
H  1.735  -1.764  1.180  0.345
H  -0.526  -1.577  2.365  0.378
H  -0.103  -2.849  1.404  0.351
C  -0.136  2.132  -1.151  -0.409
N  -0.467  1.197  -0.115  -0.547
N  -1.673  0.446  -0.338  -0.690
H  -0.989  2.767  -1.390  0.170
H  0.672  2.775  -0.801  0.208
H  0.172  1.642  -2.083  0.155
H  0.092  1.081  0.743  0.421
H  -2.449  1.107  -0.376  0.332
H  -1.798  -0.144  0.486  0.368

=====

For the records above, the corresponding energy above the lowest of the compared OMol25 structures with the same formula, charge and spin values read 10.07 56.10 142.50 kcal per mole.